#i
DFT (ωB97M-V/def2-TZVPD) results for a 2-piece molecular cluster, C4H13NOS overall.

The geometry in XYZ format:
```
20
Properties=species:S:1:pos:R:3
C -2.175 0.284 -0.476
C -1.826 -1.199 -0.356
N -0.349 -1.403 -0.466
C 0.358 -1.474 0.810
C 0.183 -0.299 1.733
S 1.123 1.190 1.176
H -1.524 0.903 0.144
H -2.016 0.604 -1.502
H -3.190 0.486 -0.128
H -2.189 -1.693 -1.256
H -2.262 -1.665 0.534
H -0.321 -2.331 -0.858
H 1.419 -1.600 0.610
H 0.007 -2.386 1.339
H -0.836 0.002 1.973
H 0.523 -0.614 2.723
H 0.766 0.881 -0.075
O 1.218 1.282 -2.971
H 1.418 1.873 -2.270
H 1.845 1.408 -3.689
```

SMILES = CCNCCS.O
Molar mass = 123.2 g mol⁻¹
Gap between HOMO and LUMO = 9.648 eV
LUMO = 0.028 hartree
Multiplicity = 1

---

#ii
DFT (ωB97M-V/def2-TZVPD) results for a 2-piece molecular cluster, C4H13NOS overall.

The geometry in XYZ format:
```
20
Properties=species:S:1:pos:R:3
C -1.066 -1.801 1.283
N -0.241 -0.683 0.915
C 0.174 -0.764 -0.479
C 0.843 0.477 -0.969
C 0.185 1.791 -0.441
S -1.626 1.978 -0.689
H -0.698 -2.840 1.122
H -2.090 -1.795 0.791
H -1.339 -1.781 2.345
H 0.574 -0.690 1.521
H -0.654 -1.089 -1.212
H 0.960 -1.550 -0.704
H 0.742 0.612 -2.054
H 1.935 0.539 -0.780
H 0.718 2.638 -0.845
H 0.239 1.896 0.660
H -1.792 0.662 -0.459
O 2.818 -2.071 0.817
H 3.679 -2.429 0.590
H 2.110 -2.563 0.388
```

SMILES = CNCCCS.O
Molar mass = 123.2 g mol⁻¹
Gap between HOMO and LUMO = 9.201 eV
LUMO = 0.023 hartree
Multiplicity = 1

---

#iii
DFT (ωB97M-V/def2-TZVPD) results for a 2-piece molecular cluster, C4H13NOS overall.

The geometry in XYZ format:
```
20
Properties=species:S:1:pos:R:3
C 1.262 1.255 1.679
N 0.720 0.562 0.372
C -0.820 0.678 0.143
C -1.607 -0.194 1.188
C -0.991 0.122 -1.294
S -2.781 0.016 -1.672
H 0.758 0.956 2.590
H 2.383 0.954 1.908
H 1.159 2.360 1.645
H 0.901 -0.462 0.629
H -1.059 1.700 0.386
H -2.682 -0.221 0.848
H -1.164 -1.197 0.864
H -1.448 0.112 2.304
H -0.611 0.894 -1.940
H -0.315 -0.665 -1.341
H -2.531 0.401 -2.882
O 2.806 -2.151 -1.551
H 3.211 -2.046 -2.420
H 2.808 -3.076 -1.457
```

SMILES = CN[C@H](C)CS.O
Molar mass = 123.2 g mol⁻¹
Gap between HOMO and LUMO = 9.718 eV
LUMO = 0.029 hartree
Multiplicity = 1

---

#iv
DFT (ωB97M-V/def2-TZVPD) results for a 2-piece molecular cluster, C4H13NOS overall.

The geometry in XYZ format:
```
20
Properties=species:S:1:pos:R:3
C 1.045 1.862 -0.141
C 0.276 0.554 -0.047
N -0.954 0.598 -0.881
C 1.113 -0.643 -0.491
C 0.391 -1.963 -0.223
S 0.408 -2.533 1.491
H 1.584 1.989 -1.076
H 1.881 1.847 0.575
H 0.412 2.695 0.174
H -0.096 0.425 0.971
H -1.515 1.402 -0.611
H -0.699 0.770 -1.845
H 1.323 -0.617 -1.559
H 2.032 -0.528 0.098
H -0.672 -1.777 -0.396
H 0.680 -2.727 -0.936
H 1.729 -2.594 1.661
O -3.325 0.599 1.087
H -2.999 -0.007 0.408
H -2.611 0.649 1.743
```

SMILES = C[C@@H](N)CCS.O
Molar mass = 123.2 g mol⁻¹
Gap between HOMO and LUMO = 9.977 eV
LUMO = 0.031 hartree
Multiplicity = 1

---

Relative energy of each structure, in eV: #i 0.687; #ii 0.913; #iii 1.798; #iv 0.000.

---

#i
DFT (ωB97M-V/def2-TZVPD) results for a 2-piece molecular cluster, CH7NS2 overall.

The geometry in XYZ format:
```
11
Properties=species:S:1:pos:R:3
C -0.636 0.738 1.864
N -0.566 -0.796 2.004
H -0.888 0.696 0.852
H -1.458 1.155 2.595
H 0.358 1.199 1.956
H -1.476 -1.221 2.093
H -0.258 -1.000 2.879
S 0.439 0.366 -3.383
S 2.273 -0.668 -3.615
H 0.420 1.287 -4.350
H 1.793 -1.756 -2.895
```

SMILES = CN.SS
Molar mass = 97.2 g mol⁻¹
Gap between HOMO and LUMO = 8.806 eV
LUMO = 0.008 hartree
Multiplicity = 1

---

#ii
DFT (ωB97M-V/def2-TZVPD) results for a 2-piece molecular cluster, CH7NS2 overall.

The geometry in XYZ format:
```
11
Properties=species:S:1:pos:R:3
C -1.083 -0.057 1.747
N -0.770 -1.457 1.777
H -0.516 0.579 1.054
H -0.962 0.480 2.696
H -2.136 0.124 1.534
H -0.909 -1.924 0.897
H 0.174 -1.631 2.073
S 0.679 1.627 -2.806
S 1.913 0.041 -3.482
H 1.403 2.727 -3.185
H 2.207 -0.510 -2.306
```

SMILES = CN.SS
Molar mass = 97.2 g mol⁻¹
Gap between HOMO and LUMO = 9.276 eV
LUMO = 0.003 hartree
Multiplicity = 1

---

Relative energy of each structure, in eV: #i 0.831; #ii 0.000.

---

#i
DFT (ωB97M-V/def2-TZVPD) results for a 2-piece molecular cluster, C5H11O overall.

The geometry in XYZ format:
```
17
Properties=species:S:1:pos:R:3
C -0.161 0.724 0.389
C 0.546 -0.553 0.471
C -1.549 1.065 0.731
C -0.124 -1.856 0.826
C 1.109 0.471 -1.755
O 0.131 -0.008 -0.829
H 0.992 2.026 0.326
H 1.619 -0.522 0.625
H -1.960 1.792 0.033
H -1.586 1.491 1.732
H -2.175 0.171 0.713
H 0.600 -2.538 1.262
H -0.529 -2.320 -0.072
H -0.938 -1.715 1.533
H 1.583 -0.386 -2.233
H 0.583 1.069 -2.501
H 1.859 1.089 -1.251
```

Molar mass = 87.1 g mol⁻¹
Net charge = +1
Gap between HOMO and LUMO = 11.486 eV
LUMO = -0.155 hartree
Multiplicity = 1

---

#ii
DFT (ωB97M-V/def2-TZVPD) results for a 2-piece molecular cluster, C5H11O overall.

The geometry in XYZ format:
```
17
Properties=species:S:1:pos:R:3
C -0.191 0.400 -0.563
C -0.637 -0.410 0.550
C 0.009 -0.218 -1.916
C -0.684 -1.959 0.344
C 1.252 1.289 1.308
O 0.744 0.228 0.488
H -0.352 2.766 -0.808
H -1.396 0.020 1.326
H -0.635 0.161 -2.701
H -0.354 -1.356 -1.891
H 1.063 0.017 -2.036
H -1.452 -2.005 -0.541
H -1.020 -2.488 1.186
H 0.191 -2.409 -0.075
H 1.050 1.190 2.420
H 2.358 1.240 1.087
H 0.688 2.105 0.926
```

Molar mass = 87.1 g mol⁻¹
Net charge = +1
Gap between HOMO and LUMO (spin up / spin down) = 9.779 / 9.535 eV
LUMO (spin up / spin down) = -0.175 / -0.205 hartree
Multiplicity = 1

---

Relative energy of each structure, in eV: #i 0.000; #ii 3.379.

---

#i
DFT (ωB97M-V/def2-TZVPD) results for a 2-piece molecular cluster, C4H10IP overall.

The geometry in XYZ format:
```
16
Properties=species:S:1:pos:R:3
C -0.680 -0.245 -0.725
C -0.927 1.973 0.440
C 2.246 -1.367 0.248
C -0.641 0.523 0.574
P 2.275 0.275 1.016
I 2.675 1.597 -0.903
H -1.722 0.085 -1.081
H 0.002 0.097 -1.379
H -0.718 -1.264 -0.534
H -0.714 2.210 -0.492
H -0.480 2.441 1.268
H -1.961 2.016 0.617
H 2.175 -1.991 1.195
H 3.016 -1.705 -0.479
H 1.265 -1.438 -0.308
H -0.978 0.001 1.461
```

Molar mass = 216.0 g mol⁻¹
Gap between HOMO and LUMO (spin up / spin down) = 7.976 / 7.108 eV
LUMO (spin up / spin down) = 0.019 / -0.016 hartree
Multiplicity = 1

---

#ii
DFT (ωB97M-V/def2-TZVPD) results for a 2-piece molecular cluster, C4H10IP overall.

The geometry in XYZ format:
```
16
Properties=species:S:1:pos:R:3
C -1.680 -0.527 1.025
C 0.368 -1.358 0.133
C -0.314 1.000 -0.419
C -0.282 -0.056 0.593
P 2.242 1.731 -0.795
I 3.254 0.380 -2.650
H -2.122 -0.909 0.217
H -1.805 -1.157 1.942
H -2.278 0.389 1.293
H 0.226 -2.031 0.994
H 1.407 -1.302 0.097
H 0.131 -1.851 -0.798
H -0.598 0.787 -1.377
H -0.575 1.937 -0.017
H 0.239 0.268 1.428
H 1.787 2.697 -1.664
```

Molar mass = 216.0 g mol⁻¹
Gap between HOMO and LUMO (spin up / spin down) = 7.626 / 7.625 eV
LUMO (spin up / spin down) = -0.022 / -0.022 hartree
Multiplicity = 1

---

Relative energy of each structure, in eV: #i 0.317; #ii 0.000.

---

#i
DFT (ωB97M-V/def2-TZVPD) results for one molecule with the formula C3H6N2OS.

The geometry in XYZ format:
```
13
Properties=species:S:1:pos:R:3
C 0.451 2.149 0.150
C -0.584 1.382 -0.140
C -0.513 -0.068 0.114
N -1.532 -0.902 0.095
O -2.821 -0.399 -0.255
N 0.661 -0.550 0.750
S 1.997 -0.750 -0.360
H 1.198 1.641 0.866
H 0.603 3.258 0.000
H -1.157 1.690 -0.996
H -3.523 -1.174 -0.026
H 0.687 -1.374 1.486
H 2.778 0.527 -0.195
```

SMILES = C=C/C(=N\O)NS
Molar mass = 118.2 g mol⁻¹
Gap between HOMO and LUMO = 9.472 eV
LUMO = 0.016 hartree
Multiplicity = 1

---

#ii
DFT (ωB97M-V/def2-TZVPD) results for one molecule with the formula C3H6N2OS.

The geometry in XYZ format:
```
13
Properties=species:S:1:pos:R:3
C -0.295 -1.534 -0.878
C -0.241 -0.341 0.023
N -1.258 0.465 0.112
N -1.198 1.573 0.826
C 1.111 -0.219 0.718
O 1.472 -1.014 1.533
S 2.202 1.035 0.072
H -1.260 -1.602 -1.376
H 0.479 -1.470 -1.672
H -0.110 -2.444 -0.338
H -0.274 1.900 1.116
H -1.934 2.199 0.711
H 1.307 1.451 -0.848
```

SMILES = C/C(=N/N)C(=O)S
Molar mass = 118.2 g mol⁻¹
Gap between HOMO and LUMO = 9.439 eV
LUMO = 0.022 hartree
Multiplicity = 1

---

#iii
DFT (ωB97M-V/def2-TZVPD) results for one molecule with the formula C3H6N2OS.

The geometry in XYZ format:
```
13
Properties=species:S:1:pos:R:3
C 2.159 0.264 1.202
N 1.111 -0.393 0.459
C -0.070 -0.748 1.094
N -1.276 -0.720 0.666
S -1.624 0.012 -0.830
C -0.129 0.994 -0.965
O 1.012 0.148 -0.837
H 1.988 1.346 1.347
H 2.228 -0.202 2.183
H 3.112 0.160 0.673
H 0.107 -1.134 2.099
H -0.059 1.436 -1.994
H -0.102 1.755 -0.199
```

SMILES = CN1C=NSCO1
Molar mass = 118.2 g mol⁻¹
Gap between HOMO and LUMO = 9.095 eV
LUMO = 0.031 hartree
Multiplicity = 1

---

#iv
DFT (ωB97M-V/def2-TZVPD) results for C3H6N2OS as an isolated structure.

The geometry in XYZ format:
```
13
Properties=species:S:1:pos:R:3
C -0.964 -1.223 0.761
C -0.713 1.195 -0.020
C 1.639 0.785 0.178
H -1.774 -1.588 1.451
H 0.117 -1.063 1.295
H -0.912 -2.059 -0.168
H -3.205 -0.734 0.097
H -1.297 1.928 -0.451
H 2.532 1.354 0.690
N -1.360 0.101 0.229
N 0.528 1.587 0.237
O -2.472 -0.129 -0.752
S 1.898 -0.823 -0.354
```

Molar mass = 118.2 g mol⁻¹
Gap between HOMO and LUMO = 7.823 eV
LUMO = -0.015 hartree
Multiplicity = 1

---

Relative energy of each structure, in eV: #i 2.959; #ii 0.000; #iii 1.270; #iv 4.086.